No. 1
C43H65CrNP2Se2 | ωB97M-V with the def2-TZVPD basis set

The geometry in XYZ format:
```
114
Properties=species:S:1:pos:R:3:forces:R:3:mulliken_charge:R:1
H -5.106 3.983 -1.369 -0.03 0.04 0.03 0.4650
C -2.664 2.140 -3.713 0.09 -0.04 0.01 -0.1437
H -1.886 -1.213 -4.503 -0.02 0.01 -0.04 0.5891
C -1.495 0.200 3.155 0.10 0.11 -0.03 -1.3345
H 2.086 2.999 0.172 0.05 -0.03 -0.11 -0.1981
H 4.050 0.040 -3.143 0.02 0.01 -0.03 0.4212
H 2.841 -2.180 -0.657 -0.06 0.01 0.03 0.4848
H -0.826 -1.834 3.024 -0.02 0.03 -0.03 -1.0770
H 5.431 0.512 0.375 0.00 0.01 0.00 0.2561
H 4.582 2.064 1.334 -0.01 0.02 -0.08 0.2602
H -0.158 6.700 0.584 -0.02 0.02 0.04 0.4464
H -3.704 -1.119 3.743 -0.07 0.04 -0.01 0.4711
C -4.738 -1.229 1.079 0.05 0.06 0.05 -1.9181
C 3.741 0.377 -1.034 -0.14 -0.05 -0.01 1.3644
H 1.235 -2.620 3.934 -0.06 0.02 0.02 0.2059
H 3.358 -4.866 1.943 0.02 -0.07 0.04 0.4740
H 1.093 -3.300 -1.259 0.00 -0.01 0.00 0.1163
H -2.624 -4.398 -1.249 0.00 -0.04 0.01 0.4965
H -2.288 -4.184 2.411 0.07 0.01 0.05 0.3883
C -1.225 -1.722 -3.817 -0.01 0.12 0.07 -0.9436
H 2.622 3.904 1.586 0.03 0.06 0.01 0.4806
H 2.434 -0.398 -2.612 -0.02 0.01 -0.02 -0.1091
H -2.437 -1.686 4.797 0.04 -0.01 0.02 0.4932
C -4.895 2.863 -3.189 0.01 0.04 0.04 -0.5757
H -0.156 -3.746 2.150 -0.06 0.02 0.04 0.0574
H 2.136 6.619 -3.024 0.03 0.02 -0.03 0.4446
C -2.789 -4.149 1.448 0.01 0.03 0.00 -2.0832
H -0.892 -3.448 -5.041 -0.01 -0.02 -0.05 0.4681
H -1.089 0.285 4.165 0.01 0.00 0.03 0.5380
H 0.624 -4.505 -3.348 0.01 -0.02 -0.02 0.5568
H 0.982 3.270 1.495 0.00 0.00 -0.02 0.4396
H -0.920 4.412 0.162 0.05 -0.01 -0.01 0.1345
C 2.756 -0.096 0.047 -0.06 0.08 0.17 1.3286
C 2.130 -3.035 3.469 -0.01 -0.02 -0.04 -1.8624
H -1.358 -0.171 -2.331 -0.02 0.01 -0.03 -0.2737
H 4.385 0.935 2.673 -0.01 -0.07 0.03 0.3169
H 2.963 -2.366 3.683 0.06 0.02 -0.01 0.3481
C -2.190 2.723 -2.544 -0.01 0.05 -0.11 0.6097
C -4.424 3.461 -2.025 -0.05 -0.04 -0.08 -0.8876
H 0.616 -4.430 0.708 0.00 -0.01 -0.04 0.1617
H 4.210 2.669 2.936 0.02 0.03 0.01 0.5534
H -4.691 0.431 -0.914 -0.04 0.06 0.01 0.7728
H 5.203 -1.085 -0.336 0.00 -0.07 0.02 0.2674
H 4.083 -3.315 1.517 0.03 0.05 0.02 0.3385
C 3.193 -3.934 1.405 -0.01 -0.01 0.03 -1.8404
H -0.806 0.685 2.466 -0.01 -0.01 0.03 -0.5774
C 3.486 -0.416 -2.330 0.04 0.06 -0.02 -1.4699
H -2.737 3.852 -0.789 -0.01 -0.02 -0.02 0.1806
C -2.133 -3.192 0.454 0.11 -0.10 -0.04 2.5451
C 0.153 4.219 -1.697 0.08 0.02 -0.07 1.4197
C 1.035 6.808 -1.196 -0.02 -0.02 0.00 -0.5806
H -2.757 -5.156 1.031 0.00 -0.05 -0.02 0.4944
N -0.101 -1.671 -1.708 0.13 -0.06 0.14 2.3626
H 1.171 -0.533 2.946 0.00 0.03 -0.01 0.5287
C -1.744 -1.271 2.818 -0.09 -0.08 0.07 2.0903
H 3.824 -1.448 -2.251 0.01 -0.07 -0.01 0.4274
C -0.267 4.895 -0.555 -0.06 -0.09 0.12 -0.3913
Cr 0.454 -0.653 0.063 0.49 0.24 -0.30 -0.3291
H -3.146 -2.787 3.630 -0.03 -0.06 -0.04 0.3294
H 1.357 4.318 -3.466 0.00 -0.01 -0.01 0.5013
C 2.491 1.794 1.977 0.13 -0.11 0.00 2.4976
H 5.873 0.225 -1.307 0.06 0.01 -0.03 0.4851
C 1.844 -1.854 1.298 -0.12 -0.22 -0.07 1.7288
H -5.080 -1.963 0.355 0.00 -0.10 -0.09 0.3065
C -0.923 -1.117 -2.606 0.05 0.01 -0.04 -0.6573
C 3.733 1.860 -1.396 -0.15 -0.01 0.03 -1.7431
H -2.984 0.557 -1.276 0.04 0.04 -0.02 -0.7893
C -3.082 3.389 -1.704 0.05 0.04 0.09 0.0368
H 2.222 1.055 4.030 0.03 -0.04 0.00 0.4470
C 2.473 -1.488 0.082 -0.15 -0.18 0.10 -1.9620
H -3.849 -0.972 -1.524 0.02 -0.08 -0.06 0.1304
H -1.101 -3.521 0.316 -0.13 0.07 0.04 -1.3064
C 2.242 0.450 1.276 -0.27 0.13 -0.12 1.3723
H 1.378 7.814 -1.001 0.01 0.04 0.02 0.4206
H -4.626 -1.730 2.031 0.04 -0.04 0.11 0.3243
C 5.144 -0.014 -0.532 0.00 0.01 -0.06 -1.5701
H -4.373 1.753 -4.944 -0.01 -0.02 -0.04 0.4452
H -3.351 0.418 1.146 -0.01 -0.05 -0.06 0.4750
C -0.673 -2.950 -4.108 0.04 -0.03 0.01 -0.8450
H -2.430 0.759 3.138 -0.03 0.03 0.00 0.5612
C 1.839 1.829 3.363 0.01 -0.05 0.05 -2.3255
H 3.988 2.505 -0.564 0.05 0.07 0.15 0.2470
H 0.758 1.750 3.310 -0.10 -0.01 -0.02 0.2357
C 0.437 -2.869 -2.001 -0.04 -0.08 -0.09 -0.2968
H 2.331 -3.993 3.947 0.00 -0.05 0.02 0.4943
C -4.014 2.205 -4.030 -0.01 0.00 -0.02 -0.8379
H -5.541 -0.498 1.184 -0.02 0.04 0.00 0.4452
C 1.022 4.847 -2.584 0.00 -0.04 -0.02 -0.9582
H 2.070 2.791 3.821 0.00 0.05 0.01 0.4758
P -0.433 2.546 -2.087 -0.06 0.03 0.01 0.2842
C 1.614 -0.623 1.969 -0.02 0.07 -0.01 -1.2321
H 0.941 -5.106 2.295 0.03 -0.07 0.03 0.6001
H -3.880 -3.245 -0.854 -0.12 0.05 0.02 0.3089
Se -0.707 1.489 -0.129 0.00 0.03 0.18 0.4176
H 4.482 2.022 -2.170 0.03 0.02 -0.05 0.5789
C 2.022 3.057 1.251 -0.08 0.02 -0.02 -1.7069
P -1.889 -1.407 0.962 0.11 -0.14 -0.11 1.2816
C 0.761 -4.176 1.759 -0.01 0.01 -0.05 -1.2768
H 2.770 2.169 -1.804 0.04 -0.02 0.03 0.1038
C -2.830 -1.763 3.782 0.03 -0.04 -0.03 -2.0868
C 0.169 6.184 -0.308 0.05 0.07 0.00 -0.9086
H -3.836 -3.903 1.616 -0.05 0.04 0.02 0.3289
C -3.742 -0.105 -0.878 0.07 -0.09 -0.01 -0.8397
C 1.461 6.139 -2.331 -0.01 0.01 0.02 -0.7772
H 3.085 -4.184 0.349 -0.02 0.00 -0.05 0.2912
C 4.011 1.859 2.233 0.00 0.10 0.00 -1.8461
Se 0.694 1.606 -3.602 -0.02 0.00 -0.05 -0.2419
H -1.963 1.646 -4.375 0.00 0.00 -0.01 0.4578
C 1.941 -3.239 1.959 0.13 0.11 0.10 1.6184
C 0.171 -3.541 -3.174 0.01 0.04 0.07 -1.2296
H -5.944 2.923 -3.442 -0.06 -0.01 0.00 0.4152
H -2.423 -2.708 -1.680 -0.06 -0.05 0.07 -0.0374
C -2.803 -3.376 -0.912 0.02 0.08 -0.04 -1.4595
C -3.477 -0.508 0.572 -0.07 0.07 0.19 1.0857
```
Forces are in eV/Å.

Results
ΔE to the lowest compared entry with this formula, charge and spin = 15.1 kJ/mol
F_max = 0.6 eV/A
gap between HOMO and LUMO (spin up / spin down) = 6.781 / 7.212 eV
charge = +1
multiplicity = 2

=====

No. 2
C5H9NO2 | ωB97M-V with the def2-TZVPD basis set

The geometry in XYZ format:
```
17
Properties=species:S:1:pos:R:3:forces:R:3:nbo_charge:R:1
N -0.829 0.933 -0.545 -1.03 1.14 0.57 0.0967
H 0.457 0.519 1.652 0.05 -0.04 -0.03 0.2738
O -0.866 1.657 0.456 0.03 -0.88 -0.53 -0.4188
C 1.009 0.885 -1.372 1.20 -1.23 0.66 -0.6305
H -2.871 -1.613 0.441 0.00 -0.02 -0.02 0.2113
C 0.979 -0.667 -0.045 0.50 0.91 -1.07 0.7101
H -1.275 -0.965 -1.343 0.10 -0.02 0.05 0.2190
O 1.196 -1.687 -0.592 -0.22 0.38 0.26 -0.5145
H -2.447 -0.052 1.358 -0.03 0.08 -0.02 0.2162
C -1.418 -0.378 -0.447 -0.61 -0.22 0.44 -0.1454
C 1.212 -0.211 1.351 -0.23 -0.07 0.09 -0.7784
C -2.296 -0.701 0.507 0.48 0.13 -0.26 -0.3774
H 0.887 1.963 -1.407 -0.40 -0.11 0.18 0.2265
H 2.192 0.267 1.388 -0.04 -0.02 -0.09 0.2579
H 1.201 -1.076 2.013 0.01 0.03 -0.01 0.2472
H 2.067 0.750 -1.111 0.26 -0.12 -0.22 0.1926
H 0.801 0.375 -2.305 -0.07 0.07 -0.01 0.2136
```
Forces are in eV/Å.

Results
ΔE to the lowest compared entry with this formula, charge and spin = 671.6 kJ/mol
F_max = 1.8 eV/A
gap between HOMO and LUMO = 7.632 eV